ORCA calculation (ωB97M-V/def2-TZVPD) on a 7-piece molecular cluster, C18H49B3ClFO9 overall at a distorted geometry.

- HOMO-LUMO gap: 9.83 eV
- LUMO level: -0.3 eV
- Structure (SMILES): FCCCB1OBOB(CCCCl)O1.CCO.CCO.CCO.CCO.CCO.CCO
- HOMO level: -10.129 eV
- Calculated total energy: -2027.01308 a.u.

Each line ends with the Löwdin charge.
Positions of all 81 atoms, in Å:
F1 5.87342 0.40780 0.58542  -0.149
C1 5.82249 0.13559 -0.89834  -0.139
C2 4.84110 1.25355 -1.65752  -0.164
C3 3.31768 0.93571 -1.14111  -0.091
B1 2.33632 2.24857 -1.00996  -0.373
O1 2.26537 3.00684 0.28917  0.108
B2 0.83934 2.76913 0.71096  -0.186
O2 -0.17979 3.36067 -0.22669  0.088
B3 0.06858 2.57795 -1.48906  -0.381
C4 -1.09783 1.57684 -2.07324  -0.075
C5 -0.52761 0.02023 -2.10665  -0.226
C6 -0.85065 -0.80515 -0.72434  -0.531
Cl1 0.60461 -1.89256 -0.32592  0.500
O3 1.43222 2.75478 -2.10251  0.142
H1 5.33123 -0.92519 -1.12593  0.131
H2 6.90804 0.11141 -1.36218  0.127
H3 4.98065 1.06693 -2.82250  0.132
H4 5.22851 2.33112 -1.40372  0.126
H5 2.84098 0.17696 -1.91924  0.116
H6 3.36278 0.39153 -0.08093  0.136
H7 0.55032 2.13038 1.66431  0.112
H8 -1.47982 1.94642 -3.11647  0.123
H9 -2.01388 1.60712 -1.31475  0.130
H10 0.63551 0.05329 -2.30176  0.088
H11 -1.07710 -0.53904 -2.98633  0.124
H12 -1.00018 -0.06864 0.18530  0.080
H13 -1.83422 -1.43027 -0.87011  0.104
C7 -2.64412 5.39068 2.80879  -0.090
C8 -1.65894 5.62080 3.93612  -0.323
O4 -0.69551 4.57794 3.95880  -0.089
H14 -3.15013 4.42728 2.93073  0.077
H15 -3.39650 6.18381 2.78039  0.077
H16 -2.12803 5.35930 1.84367  0.059
H17 -2.17568 5.62952 4.90032  0.113
H18 -1.13950 6.57630 3.81424  0.106
H19 -0.23647 4.58413 3.10133  0.064
C9 -3.39279 -2.15488 3.35654  -0.087
C10 -2.28729 -2.45722 2.36616  -0.306
O5 -1.91958 -1.27352 1.67339  -0.150
H20 -4.26824 -1.74452 2.84247  0.080
H21 -3.69105 -3.05826 3.89586  0.076
H22 -3.06774 -1.40203 4.08205  0.074
H23 -2.62350 -3.19337 1.63007  0.094
H24 -1.40369 -2.85577 2.87414  0.116
H25 -1.61458 -0.62925 2.33513  0.099
C11 -2.76454 -5.54662 -0.45521  -0.074
C12 -1.65904 -5.84896 -1.44558  -0.316
O6 -1.29133 -4.66526 -2.13836  -0.098
H26 -3.63998 -5.13627 -0.96928  0.042
H27 -3.06280 -6.45001 0.08412  0.081
H28 -2.43949 -4.79378 0.27030  0.053
H29 -1.99524 -6.58511 -2.18167  0.113
H30 -0.77543 -6.24752 -0.93760  0.109
H31 -0.98632 -4.02099 -1.47662  0.041
C13 -6.28616 -4.47209 -3.87298  -0.092
C14 -5.43287 -4.61448 -2.62960  -0.348
O7 -5.79818 -3.62870 -1.67509  -0.089
H32 -6.16488 -3.47576 -4.31079  0.079
H33 -6.01390 -5.22213 -4.62081  0.075
H34 -7.34757 -4.58579 -3.62952  0.072
H35 -4.37515 -4.47839 -2.87351  0.107
H36 -5.55861 -5.60367 -2.17867  0.108
H37 -6.73685 -3.76352 -1.45892  0.089
C15 7.30923 -3.19332 2.51384  -0.096
C16 6.77170 -3.44203 1.11971  -0.327
O8 5.52155 -2.78835 0.95810  -0.101
H38 6.60484 -3.55842 3.26857  0.077
H39 8.27076 -3.69445 2.65624  0.073
H40 7.44030 -2.12115 2.69294  0.074
H41 6.62148 -4.51269 0.95268  0.112
H42 7.46452 -3.06798 0.35962  0.105
H43 5.66745 -1.83727 1.10013  0.053
C17 0.56564 6.70616 -1.38410  -0.079
C18 0.67001 7.48874 -0.09141  -0.311
O9 -0.10588 6.86180 0.91915  -0.093
H44 -0.47738 6.64064 -1.71103  0.084
H45 1.15471 7.17900 -2.17489  0.077
H46 0.92084 5.67981 -1.24538  0.061
H47 0.29375 8.50676 -0.22873  0.114
H48 1.70848 7.54754 0.24883  0.110
H49 0.24167 5.96138 1.03937  0.070